Here is a molecular structure, C11H19K2N4O5 at a distorted geometry from the Open Molecules 2025 dataset. Energies are from ωB97M-V with the def2-TZVPD basis set.

The total charge is +1. As for the lowest unoccupied orbital energy: -0.1383 Eh. The value obtained for the energy above the lowest of the compared OMol25 structures with the same formula, charge and spin is 18.4 kJ/mol. Its gap between HOMO and LUMO is 0.2338 hartree. As for the strongest force on any atom: 0.0226 hartree/bohr.

Each line ends with the natural charge from an NBO analysis.
CARTESIAN COORDINATES (ANGSTROEM)
1 H -5.012 -1.671 -3.413  0.219
2 C -2.661 -0.873 -1.218  -0.324
3 H 2.832 -2.616 5.188  0.224
4 N 1.973 -0.975 4.208  -0.509
5 C -3.758 -1.171 -0.454  -0.081
6 C 1.513 -2.973 3.394  -0.314
7 N 1.370 4.536 2.063  0.548
8 C 0.548 -0.945 -3.756  -0.487
9 H -1.718 -0.567 -0.794  0.209
10 O 2.174 0.732 -0.626  -1.090
11 H 0.727 -0.547 0.182  0.095
12 N -4.762 -1.558 -1.314  -0.498
13 C -4.345 -1.446 -2.600  -0.062
14 H 0.093 -2.180 1.851  0.233
15 C 1.121 -0.759 3.155  -0.091
16 H 2.326 -0.290 4.854  0.418
17 O 1.897 0.397 -5.067  -0.375
18 H 1.490 -4.039 3.240  0.232
19 C 0.788 -1.991 2.653  -0.339
20 H -0.318 5.089 0.937  0.248
21 H -5.682 -1.797 -0.993  0.416
22 O 0.944 5.005 3.079  -0.309
23 H 0.118 0.753 -0.911  0.145
24 O 2.545 4.212 1.890  -0.484
25 N 0.760 0.039 -4.848  0.536
26 H -2.422 -0.779 -3.432  0.219
27 H 0.042 -0.400 -2.964  0.243
28 K 3.265 -1.742 -0.022  0.982
29 C 0.879 0.497 -0.162  -0.220
30 O -0.229 0.437 -5.423  -0.368
31 H -0.151 -1.715 -4.078  0.237
32 H 0.741 0.225 2.943  0.221
33 C -3.044 -1.002 -2.581  -0.310
34 H -3.898 -1.278 0.608  0.210
35 C 0.395 4.274 0.949  -0.480
36 H -0.070 3.326 1.202  0.244
37 C 2.221 -2.315 4.354  -0.073
38 H 0.677 1.113 0.740  0.106
39 H 0.957 4.208 0.025  0.235
40 H 1.495 -1.403 -3.507  0.213
41 K 4.177 2.190 0.647  0.983